Model A:
A gas-phase ion, C5H9N (charge -1). Source: OMol25; level of theory: the ωB97M-V functional and the def2-TZVPD basis.

```
! RIJCOSX wB97M-V def2-TZVPD def2/J DEFGRID3
* xyz -1 2
C -0.8205 0.9063 -2.6972
C -0.2310 1.0234 -1.4592
N -0.0079 -0.0122 -0.6023
C 0.8760 0.1092 0.5886
C -0.5521 -1.1715 2.2853
C 0.6764 -0.8934 1.6845
H -1.6516 0.2017 -2.7858
H -0.3021 1.2824 -3.5704
H 0.3389 1.9128 -1.2416
H -0.6989 -0.7438 -0.6743
H 1.9146 0.0708 0.2604
H 0.7745 1.1445 0.9964
H -0.5796 -1.9864 3.0103
H -1.3301 -0.4033 2.3253
H 1.5933 -1.4406 1.8800
*
```

Summary:
⟨S²⟩ = 0.753
HOMO energy (alpha / beta) = 0.026 / -0.114 Ha
orbital gap (alpha / beta) = 0.1353 / 0.2724 Ha

---

Model B:
A gas-phase ion, C5H9N (charge -1). Source: OMol25; level of theory: the ωB97M-V functional and the def2-TZVPD basis.

```
! RIJCOSX wB97M-V def2-TZVPD def2/J DEFGRID3
* xyz -1 2
C 0.5675 -1.5708 -1.5748
N -0.2967 -0.5706 -1.0270
C 0.0555 0.3165 -0.0223
C 1.3233 0.7319 0.3020
C -1.1325 1.4524 1.8889
C -1.1164 0.8827 0.6395
H 0.3364 -2.4726 -0.9704
H 1.6119 -1.3612 -1.4509
H 0.1664 -1.9347 -2.5389
H -1.2957 -0.6454 -1.2061
H 2.1174 0.5121 -0.4075
H 1.7164 0.7833 1.3236
H -1.8655 1.4989 2.6720
H -0.1198 1.6779 2.2578
H -2.0681 0.6997 0.1140
*
```

Summary:
⟨S²⟩ = 0.760
HOMO energy (alpha / beta) = 0.019 / -0.074 Ha
orbital gap (alpha / beta) = 0.1305 / 0.2225 Ha

---

Which of them is most stable, and which least? Most stable: model B; least stable: model A.

---

Model A:
A molecular structure, C29H34BaCl3FI2N4O3. Source: OMol25; level of theory: the ωB97M-V functional and the def2-TZVPD basis.

```
! RIJCOSX wB97M-V def2-TZVPD def2/J DEFGRID3
* xyz 2 1
Ba 1.0236 3.0481 -0.6488
C 4.4022 5.2352 -1.0902
C 4.4892 5.2689 0.4394
C 5.6687 4.4391 0.9318
C 3.1640 4.8721 1.0677
C 2.0487 5.7029 0.8955
C 0.8267 5.4157 1.4886
C 0.6638 4.2871 2.3005
C -0.6382 4.0235 3.0004
C 1.7661 3.4487 2.4554
C 2.9918 3.7313 1.8493
H 5.3355 5.5798 -1.5361
H 3.6010 5.8717 -1.4676
H 4.2246 4.2158 -1.4466
H 4.6645 6.3077 0.7362
H 5.5668 3.3897 0.6436
H 5.7711 4.4856 2.0164
H 6.5930 4.8093 0.4889
H 2.1515 6.6095 0.3088
H -0.0106 6.0886 1.3432
H -0.6661 3.0160 3.4122
H -1.4765 4.1358 2.3148
H -0.7680 4.7291 3.8228
H 1.6797 2.5718 3.0867
H 3.8257 3.0650 2.0279
I 0.6655 5.7837 -3.0580
C 0.2294 4.1472 -4.3487
I 1.6705 2.5820 -4.2695
H 0.2040 4.5253 -5.3622
H -0.7112 3.7247 -4.0192
C -5.0190 -2.1224 -2.4506
C -4.9658 -1.4245 -1.1004
N -3.6143 -0.9570 -0.7612
C -3.3014 0.3455 -0.9757
C -2.0714 0.8656 -0.7651
C -1.6577 2.2983 -0.9787
O -1.2131 2.5982 -2.1132
O -1.5423 3.0105 0.0461
C -0.9900 0.0399 -0.3246
O 0.1675 0.4810 -0.1623
C -1.3365 -1.3575 -0.0782
C -0.3499 -2.2304 0.4016
C -0.6711 -3.5296 0.6476
F 0.2638 -4.3845 1.1195
C -1.9663 -4.0268 0.4318
C -2.9343 -3.1769 -0.0425
C -2.6433 -1.8235 -0.3044
N -2.3058 -5.3955 0.7035
C -1.6049 -6.3614 -0.1358
C -2.2666 -7.7183 -0.0013
N -2.2576 -8.1288 1.4481
C -2.9153 -7.0942 2.3242
C -2.2245 -5.7619 2.1119
H -6.0381 -2.4432 -2.6632
H -4.3717 -2.9990 -2.4766
H -4.7028 -1.4441 -3.2429
H -5.3281 -2.0647 -0.2967
H -5.6079 -0.5462 -1.1028
H -4.1176 0.9601 -1.3322
H 0.6490 -1.8528 0.5728
H -3.9202 -3.5869 -0.2022
H -0.5374 -6.4398 0.1181
H -1.6728 -6.0531 -1.1782
H -1.7418 -8.4847 -0.5680
H -3.3104 -7.6798 -0.3072
H -1.2899 -8.2586 1.7540
H -2.7228 -9.0308 1.5592
H -2.8405 -7.4335 3.3553
H -3.9599 -7.0505 2.0218
H -1.1857 -5.8223 2.4709
H -2.7365 -5.0116 2.7127
Cl 6.6820 0.4987 0.2805
C 6.0349 0.8683 -1.3184
Cl 6.0110 -0.5694 -2.3407
Cl 6.9494 2.1663 -2.0844
C 4.6493 1.3303 -1.1467
N 3.5714 1.6905 -1.0089
*
```

Summary:
HOMO energy = -0.465 Ha
orbital gap = 0.2994 Ha

---

Model B:
A molecular structure, C29H34BaCl3FI2N4O3. Source: OMol25; level of theory: the ωB97M-V functional and the def2-TZVPD basis.

```
! RIJCOSX wB97M-V def2-TZVPD def2/J DEFGRID3
* xyz 2 1
Ba 2.6563 -1.2456 0.6121
C 4.6208 0.2635 4.8276
C 5.3807 -0.0147 3.5359
C 5.0998 1.0883 2.5103
C 5.0919 -1.3817 2.9418
C 4.0073 -2.1616 3.3344
C 3.7707 -3.4109 2.7614
C 4.6256 -3.9414 1.7999
C 4.4291 -5.3340 1.2692
C 5.7069 -3.1524 1.3983
C 5.9294 -1.9006 1.9503
H 4.9570 1.2066 5.2575
H 4.7797 -0.5200 5.5692
H 3.5479 0.3545 4.6415
H 6.4520 0.0023 3.7598
H 4.0279 1.1451 2.2914
H 5.6467 0.9269 1.5803
H 5.3938 2.0604 2.9075
H 3.2982 -1.7875 4.0610
H 2.8987 -3.9718 3.0801
H 4.8196 -5.4403 0.2581
H 3.3761 -5.6159 1.2667
H 4.9542 -6.0511 1.9030
H 6.4070 -3.5442 0.6696
H 6.7886 -1.3222 1.6283
I 5.3186 -3.4675 -2.2958
C 3.7339 -3.2940 -3.6895
I 2.0348 -2.3036 -2.8791
H 3.4254 -4.2874 -3.9887
H 4.0788 -2.7191 -4.5392
C -3.9135 3.3471 2.0032
C -3.9620 1.8416 2.2133
N -2.9393 1.1325 1.4350
C -1.7775 0.7928 2.0499
C -0.7460 0.1842 1.4240
C 0.5612 -0.1973 2.0564
O 0.7489 -1.4077 2.3316
O 1.5206 0.6100 1.9422
C -0.8042 -0.1092 0.0213
O 0.1431 -0.6312 -0.6028
C -2.0566 0.2627 -0.6282
C -2.2262 -0.0071 -1.9888
C -3.3966 0.3053 -2.6137
F -3.5382 -0.0163 -3.9159
C -4.4564 0.9272 -1.9323
C -4.2779 1.2157 -0.5908
C -3.0989 0.8732 0.0901
N -5.6780 1.2805 -2.5511
C -6.9269 0.8100 -1.9689
C -7.9147 1.9786 -1.9701
N -7.5961 2.8547 -3.1614
C -7.1440 2.0322 -4.3314
C -5.7781 1.4178 -4.0008
H -4.6885 3.8338 2.5946
H -4.0584 3.6144 0.9559
H -2.9491 3.7450 2.3184
H -4.9385 1.4229 1.9706
H -3.7848 1.6023 3.2600
H -1.7277 1.0387 3.1024
H -1.4288 -0.4931 -2.5338
H -5.0705 1.7401 -0.0772
H -6.7698 0.4617 -0.9524
H -7.3304 -0.0378 -2.5351
H -7.8072 2.6041 -1.0864
H -8.9503 1.6568 -2.0596
H -6.8413 3.4912 -2.9009
H -8.4069 3.4215 -3.4104
H -7.0997 2.6639 -5.2149
H -7.9109 1.2757 -4.4859
H -4.9757 2.0684 -4.3482
H -5.6988 0.4735 -4.5442
Cl 6.7781 2.8587 -2.3156
C 6.6783 1.1126 -2.5479
Cl 8.2310 0.3446 -2.1939
Cl 6.1563 0.7284 -4.1933
C 5.6859 0.5732 -1.6217
N 4.9076 0.1223 -0.9144
*
```

Summary:
HOMO energy = -0.468 Ha
orbital gap = 0.2965 Ha

---

Which of them is most stable, and which least? Most stable: model A; least stable: model B.

---

Model A:
A single C10H14N4 molecule. Source: OMol25; level of theory: the ωB97M-V functional and the def2-TZVPD basis.

```
! RIJCOSX wB97M-V def2-TZVPD def2/J DEFGRID3
* xyz 0 1
C 3.5340 0.5442 0.5349
C 3.0680 1.7521 0.1616
C 2.5374 -0.4552 0.0595
C -1.3198 -1.7051 0.0878
C -1.0679 0.9875 -0.2495
C -2.5214 -0.9348 0.3876
C -2.3677 0.2405 -0.6085
C 0.0562 0.0420 -0.0240
C -3.4102 1.2835 -0.3763
C 3.2928 -1.2819 -1.0717
N 1.7235 1.7563 -0.1226
N -0.1340 -1.2532 -0.0409
N -0.9693 2.2311 -0.2962
N 1.3356 0.4744 -0.1434
H 4.4653 0.3985 0.8544
H 3.6748 2.6543 0.4160
H 2.1030 -1.1344 0.8462
H -1.4388 -2.8778 0.1579
H -3.4997 -1.3686 0.5084
H -2.4010 -0.5445 1.3448
H -2.2430 -0.1654 -1.6803
H -3.1706 2.0310 -1.1057
H -3.4552 1.5459 0.5823
H -4.4850 0.9237 -0.5142
H 2.4333 -1.7958 -1.6579
H 4.0960 -1.9574 -0.7499
H 3.8318 -0.6967 -1.8025
H -0.1489 2.6768 -0.0697
*
```

Summary:
HOMO energy (alpha / beta) = -0.268 / -0.256 Ha
orbital gap (alpha / beta) = 0.2570 / 0.2470 Ha

---

Model B:
A single C10H14N4 molecule. Source: OMol25; level of theory: the ωB97M-V functional and the def2-TZVPD basis.

```
! RIJCOSX wB97M-V def2-TZVPD def2/J DEFGRID3
* xyz 0 1
C -2.8281 -2.9653 -1.9488
N -2.0107 -2.4929 -2.8450
C -1.1148 -1.6112 -2.4583
C -1.0520 -1.1827 -1.1335
N -0.1268 -0.2699 -0.6886
C 1.2253 -0.1071 -1.1614
C 1.6145 0.4487 0.1929
C 1.7269 1.9323 0.3328
C 1.6063 2.2498 1.8261
N 0.5688 1.4138 2.5056
C -0.4745 0.9558 1.6198
C 0.3063 -0.1180 0.7343
C -1.9939 -1.7932 -0.2769
N -2.9090 -2.6371 -0.6579
H -3.5245 -3.8092 -2.2170
H -0.4907 -1.1615 -3.2322
H 1.2766 0.5653 -2.0226
H 1.7270 -1.0047 -1.5020
H 2.5175 -0.1023 0.6047
H 0.8886 2.4739 -0.2006
H 2.6624 2.2817 -0.1435
H 1.4050 3.3076 1.9780
H 2.5951 2.0302 2.3225
H 0.1935 1.9205 3.3236
H -1.4418 0.6136 2.1319
H -0.8577 1.7166 0.9157
H 0.4870 -1.0963 1.2218
H -1.9762 -1.5584 0.7788
*
```

Summary:
SMILES string = c1ncc(N2C[C@H]3CCNC[C@H]32)cn1
HOMO energy = -0.302 Ha
orbital gap = 0.3323 Ha

---

Which of them is most stable, and which least? Most stable: model B; least stable: model A.

---

Model A:
A single C5H11NO4 molecule. Source: OMol25; level of theory: the ωB97M-V functional and the def2-TZVPD basis.

```
! RIJCOSX wB97M-V def2-TZVPD def2/J DEFGRID3
* xyz 0 1
C 0.1553 -0.0889 -2.2800
C 0.4729 0.3058 -0.8449
N 1.7942 0.8217 -0.7658
O -0.5607 1.1773 -0.3004
C -0.9154 0.2745 0.7561
C -0.6651 0.8692 2.1322
O -2.2246 -0.1487 0.6950
C 0.1417 -0.7535 0.2458
O 1.2097 -1.0322 1.0877
O -0.4689 -1.9212 -0.2081
H 0.9595 -0.7080 -2.6673
H -0.7878 -0.6261 -2.3306
H 0.0769 0.8152 -2.8770
H 2.0792 0.9679 0.1945
H 1.8604 1.6966 -1.2713
H -1.2586 1.7741 2.2189
H 0.3872 1.1085 2.2536
H -0.9811 0.1594 2.8913
H -2.3588 -0.6700 -0.1068
H 0.8873 -1.5603 1.8291
H 0.1966 -2.4613 -0.6522
*
```

Summary:
SMILES string = C[C@@]1(N)O[C@@](C)(O)C1(O)O
HOMO energy = -0.356 Ha
orbital gap = 0.3779 Ha

---

Model B:
3 unconnected molecules or ions with the total composition C5H11NO4. Source: OMol25; level of theory: the ωB97M-V functional and the def2-TZVPD basis.

```
! RIJCOSX wB97M-V def2-TZVPD def2/J DEFGRID3
* xyz 0 1
C 2.6961 -1.1466 -1.3563
C 1.6097 -0.5727 -0.4849
O 1.7629 0.7793 -0.0598
C 1.8470 -0.2115 0.9188
O 0.8981 -0.2778 1.8981
H 2.6431 -2.2334 -1.3375
H 2.5746 -0.8067 -2.3833
H 3.6742 -0.8306 -1.0006
H 0.5922 -0.8191 -0.7764
H 2.8361 -0.3692 1.3437
H 0.0596 0.1034 1.5773
N -3.5945 -0.8167 0.2755
C -2.6251 -1.0311 -0.4112
O -1.7761 -1.0771 -1.2038
H -4.2395 -1.4225 0.7407
C -1.3033 2.0171 0.1460
O -1.5076 0.9243 1.0251
H -0.2956 1.9170 -0.2548
H -2.0229 1.9991 -0.6752
H -1.3829 2.9659 0.6807
H -2.4461 0.9089 1.3380
*
```

Summary:
SMILES string = C[C@@H]1O[C@H]1O.N=C=O.CO
HOMO energy = -0.343 Ha
orbital gap = 0.3640 Ha

---

Which of them is most stable, and which least? Most stable: model A; least stable: model B.